[1]
C4H5FOS | the ωB97M-V functional and the def2-TZVPD basis

Calculated values
Structure (SMILES): CC(=S)O/C=C\F
LUMO energy (eV): 0.445
HOMO (eV): -8.730
Electronic energy (eV): -19827.5856
Orbital gap (eV): 9.18
ΔE to the lowest compared entry with this formula, charge and spin (kcal per mole): 23.1

The geometry in XYZ format:
```
12
Properties=species:S:1:pos:R:3:forces:R:3:mulliken_charge:R:1
C -0.3341 1.2800 0.9106 -1.134 0.206 0.600 -1.065
C -0.8236 0.0298 0.2307 -0.350 0.359 -0.140 0.519
S -2.3045 -0.1531 -0.4117 0.312 0.021 0.171 -0.297
O 0.0437 -1.0038 0.1528 -0.249 -0.077 -0.087 -0.324
C 1.3530 -0.9168 0.5474 -0.162 0.034 -0.125 -0.255
C 2.2626 -0.1701 -0.0386 0.421 0.335 -0.114 -0.037
F 1.9488 0.6752 -1.0385 0.136 -0.167 0.148 -0.240
H 0.1138 1.0489 1.8831 0.107 0.028 -0.208 0.343
H -1.1676 1.9919 1.0744 0.350 -0.697 -0.131 0.323
H 0.3643 1.7959 0.2847 0.662 0.170 -0.305 0.326
H 1.6141 -1.6152 1.3130 0.215 -0.218 0.346 0.350
H 3.3112 -0.1552 0.2551 -0.309 0.005 -0.155 0.356
```
Positions in Å, forces in eV/Å.

***

[2]
C4H5FOS2 | the ωB97M-V functional and the def2-TZVPD basis

Calculated values
LUMO energy (eV): -0.851
HOMO (eV): -9.066
Electronic energy (eV): -30660.6626
Orbital gap (eV): 8.22
ΔE to the lowest compared entry with this formula, charge and spin (kcal per mole): 69.0

The geometry in XYZ format:
```
13
Properties=species:S:1:pos:R:3:forces:R:3:mulliken_charge:R:1
C -1.7631 -0.9094 0.2115 1.359 0.021 -6.444 -0.848
C 1.2450 -0.7602 -0.2245 -0.347 0.771 -0.245 0.108
C 1.1304 0.7701 -0.5924 -2.364 -1.358 0.223 0.096
C 0.4403 1.3163 0.6401 0.822 -2.104 5.446 -0.042
H -2.6238 -1.5124 0.2431 -0.625 -1.221 0.574 0.371
H -1.7359 -0.1356 0.8307 -0.060 2.698 3.249 0.290
H -1.8617 -0.3977 -0.8552 -0.024 -0.855 1.979 0.260
H 2.0852 1.1705 -0.8139 0.930 0.345 0.064 0.426
H -0.8884 1.6253 0.4704 4.250 -0.387 0.836 0.266
O 1.0851 0.9968 1.7607 -4.518 2.926 -5.898 -0.438
F 0.3225 0.9321 -1.7056 -0.103 0.087 0.031 -0.293
S -0.1983 -1.8202 0.0732 1.123 -0.298 0.241 -0.005
S 2.7628 -1.2757 -0.0382 -0.443 -0.626 -0.056 -0.191
```
Positions in Å, forces in eV/Å.

***

[3]
C4H5FS | the ωB97M-V functional and the def2-TZVPD basis

Calculated values
Structure (SMILES): F[C@H]1CCC1=S
LUMO energy (eV): -0.498
HOMO (eV): -8.811
Electronic energy (eV): -17780.1065
Orbital gap (eV): 8.31
ΔE to the lowest compared entry with this formula, charge and spin (kcal per mole): 21.4

The geometry in XYZ format:
```
11
Properties=species:S:1:pos:R:3:forces:R:3:mulliken_charge:R:1
F 0.5155 -2.1175 -0.3276 0.018 -0.525 0.295 -0.314
C 0.2019 -0.9610 0.3280 -0.260 -0.679 -0.388 0.484
C 1.0040 0.2473 -0.0955 1.562 0.654 0.314 -0.669
C -0.3130 1.0214 -0.1985 -0.331 -0.595 -1.257 -0.321
C -1.0771 -0.2710 -0.0904 -1.278 -0.248 0.564 -0.189
S -2.6476 -0.6706 -0.0889 1.059 0.130 -0.296 -0.278
H 0.1336 -1.0948 1.4163 0.359 -0.300 -0.142 0.254
H 1.7103 0.6094 0.6745 -0.220 -0.165 -0.496 0.227
H 1.5598 0.1244 -1.0679 -0.802 0.026 0.984 0.267
H -0.4668 1.4785 -1.1573 -0.181 0.672 -0.314 0.272
H -0.6207 1.6337 0.6073 0.074 1.032 0.735 0.268
```
Positions in Å, forces in eV/Å.